No. 1
DFT (ωB97M-V with the def2-TZVPD basis set) results for C16H22B7Ca3F28O15 as an isolated structure.

Total charge = -1

```
91
C16H22B7Ca3F28O15, DFT ωB97M-V with the def2-TZVPD basis set
Ca 3.8224 5.4462 2.1011
Ca 1.1465 -2.2535 6.4834
Ca 6.2763 -2.5032 -0.5714
B -2.6918 0.5178 7.8772
F -4.0382 0.3772 7.7418
F -1.9716 0.6077 6.6872
F -2.5184 1.6178 8.6668
F -2.0933 -0.4740 8.5853
B 2.6839 -0.0869 1.5409
F 2.7266 -0.8223 0.3458
F 1.7944 -0.6064 2.4297
F 3.9553 -0.1570 2.0773
F 2.4696 1.2790 1.3497
B -0.0491 7.6240 3.7924
F 1.2782 7.9240 3.8891
F -0.1554 6.3122 3.5248
F -0.6941 8.0399 4.9235
F -0.5208 8.2326 2.6863
B 4.9913 -4.8683 4.7704
F 5.6564 -5.9152 5.2526
F 3.6265 -5.0782 4.5606
F 5.0164 -3.7970 5.6549
F 5.5977 -4.4921 3.5927
B 2.9687 3.4066 7.4804
F 1.7479 4.2062 7.6419
F 2.7229 2.0705 7.2988
F 3.6820 3.7812 6.3387
F 3.7518 3.4637 8.6500
B 6.1805 -0.8315 -5.6084
F 5.9583 0.4563 -5.8963
F 6.4885 -1.4794 -6.7371
F 7.1850 -1.0492 -4.7036
F 5.1523 -1.4108 -4.8188
B 7.7973 3.0083 0.1148
F 6.5867 3.4161 -0.3552
F 8.8247 3.5940 -0.6138
F 7.6565 3.4275 1.4428
F 7.8947 1.6983 0.0254
C -4.9521 3.3524 0.7985
C -4.7163 2.2555 1.8207
O -5.6842 1.2764 1.4084
C -6.4631 1.6793 0.4075
O -7.4135 1.0234 -0.0807
O -6.0482 2.8651 0.0536
H -3.9919 3.5411 0.3184
H -5.2732 4.2757 1.2806
H -4.7361 2.5661 2.8653
H -3.7105 1.8487 1.7157
C -1.6668 8.6303 -4.8945
C -0.4022 8.9094 -5.6220
O 0.5078 8.4411 -4.6336
C -0.0138 7.9036 -3.5798
O 0.6188 7.2421 -2.7922
O -1.3579 7.9647 -3.7248
H -2.2616 7.9404 -5.4931
H -2.1989 9.5378 -4.6090
H -0.2646 9.9395 -5.9505
H -0.2440 8.1592 -6.3969
C 2.9887 -10.1691 -4.5106
C 1.6496 -9.8427 -3.9985
O 1.8323 -8.8151 -3.0655
C 2.9949 -8.3243 -3.1657
O 3.3086 -7.3687 -2.5960
O 3.7770 -9.1349 -3.9315
H 3.0638 -10.0858 -5.5948
H 3.3146 -11.1402 -4.1379
H 1.1185 -10.6214 -3.4510
H 0.9407 -9.5921 -4.7877
C -0.7672 0.5685 -4.0571
C 0.0032 1.3871 -5.1696
O -1.0972 1.9797 -5.8565
C -2.3004 1.4366 -5.4652
O -3.4124 1.8303 -5.7607
O -2.0574 0.6229 -4.4705
H -0.5164 1.0093 -3.0922
H -0.4858 -0.4588 -4.2882
H 0.6145 0.6676 -5.7143
H 0.5698 2.1282 -4.6058
C -7.4703 -5.6462 1.1842
C -5.9479 -5.9203 1.3076
C -5.0967 -5.1249 0.3108
O -4.1017 -4.6965 1.1818
C -4.4272 -4.8974 2.4693
O -3.6877 -4.6265 3.4802
O -5.5632 -5.5585 2.5539
H -8.0428 -6.0215 0.3360
H -7.7580 -4.6194 1.4099
H -7.9766 -6.0277 2.0709
H -5.7994 -6.9817 1.1085
H -5.5440 -4.3027 -0.2478
H -4.7585 -5.6876 -0.5593
```

Mulliken analysis output, partial charges in e: Ca 1.967; Ca 1.967; Ca 1.979; B 0.612; F -0.379; F -0.429; F -0.377; F -0.407; B 0.633; F -0.409; F -0.363; F -0.457; F -0.395; B 0.563; F -0.405; F -0.385; F -0.370; F -0.379; B 0.574; F -0.331; F -0.429; F -0.417; F -0.385; B 0.600; F -0.417; F -0.380; F -0.408; F -0.393; B 0.620; F -0.360; F -0.355; F -0.430; F -0.469; B 0.584; F -0.420; F -0.387; F -0.438; F -0.328; C -0.191; C -0.252; O -0.328; C 0.738; O -0.613; O -0.345; H 0.252; H 0.258; H 0.280; H 0.202; C -0.273; C -0.233; O -0.352; C 0.726; O -0.569; O -0.326; H 0.232; H 0.287; H 0.262; H 0.245; C -0.156; C -0.310; O -0.337; C 0.692; O -0.512; O -0.354; H 0.254; H 0.236; H 0.248; H 0.239; C -0.341; C -0.268; O -0.348; C 0.710; O -0.545; O -0.334; H 0.301; H 0.281; H 0.276; H 0.268; C -1.440; C 0.524; C -0.372; O -0.306; C 0.682; O -0.630; O -0.318; H 0.364; H 0.376; H 0.372; H 0.192; H 0.272; H 0.284

No. 2
DFT (ωB97M-V with the def2-TZVPD basis set) results for a 16-piece molecular cluster, C38H116N8O16 overall.

Total charge = 0
Relative energy (zero: lowest compared OMol25 entry of this formula, charge and spin) = 145.34 kJ/mol

```
178
C38H116N8O16, DFT ωB97M-V with the def2-TZVPD basis set
O -0.9016 0.0015 6.3645
H -1.7702 -0.2204 6.7147
H -0.5058 0.5718 7.0339
O 0.1952 -2.6341 5.2489
H -0.4108 -3.0750 5.8513
H 0.1768 -1.7077 5.5228
O -0.2021 -4.6745 2.8666
H -0.5226 -3.9205 3.3727
H 0.4882 -4.3036 2.2890
O -0.9183 2.8659 1.9934
H -0.2210 2.8869 1.3278
H -1.3538 3.7208 1.9086
O 2.9005 -0.8524 4.3615
H 3.5021 -0.8112 3.6068
H 2.0296 -0.8430 3.9553
C -6.3450 1.8670 2.3029
C -6.5929 0.4301 2.7060
C -5.3194 -0.3771 2.9212
O -5.6495 -1.7458 2.9858
C -4.5980 -2.5783 3.3929
N -7.4154 0.4567 3.9312
H -5.5490 2.2991 2.9147
H -7.2295 2.4831 2.1665
H -5.9052 1.8420 1.2990
H -7.1568 -0.0671 1.9123
H -4.7122 0.0300 3.7335
H -4.8166 -0.2805 1.9473
H -3.6469 -2.3526 2.9024
H -4.7771 -3.6468 3.2560
H -4.3565 -2.6163 4.4642
H -6.8837 1.0461 4.5648
H -7.4003 -0.4923 4.2942
C -2.2657 -5.7567 -1.6266
C -0.9359 -5.1099 -1.2279
C -0.3253 -4.3458 -2.4196
O -0.0074 -5.1537 -3.5669
C 0.5286 -4.3211 -4.5789
N -1.2023 -4.2090 -0.0918
H -2.6732 -6.3914 -0.8364
H -2.1588 -6.4798 -2.4374
H -2.9680 -4.9729 -1.9097
H -0.2143 -5.8542 -0.8779
H 0.5919 -3.8794 -2.0475
H -1.0811 -3.6182 -2.7279
H 0.7997 -5.0301 -5.3610
H 1.3855 -3.7610 -4.1967
H -0.2867 -3.6870 -4.9395
H -0.3415 -3.7677 0.2004
H -1.7052 -4.6601 0.6561
C 1.8014 5.5454 4.7510
C 1.2478 4.2626 5.3668
C 2.1009 3.8906 6.5898
O 1.8660 2.6059 7.1189
C 2.4022 1.5503 6.3224
N -0.1358 4.5472 5.7812
H 1.1359 5.8980 3.9611
H 2.8258 5.4114 4.3980
H 1.8343 6.3875 5.4450
H 1.3139 3.4050 4.6911
H 1.9503 4.5336 7.4601
H 3.1521 4.0588 6.3228
H 2.3708 0.6108 6.8634
H 3.4284 1.8429 6.0701
H 1.9208 1.5451 5.3420
H -0.4092 3.8038 6.4178
H -0.7059 4.4158 4.9516
C -2.4524 1.6603 -1.6228
C -2.8954 3.0632 -1.2614
C -3.5254 3.6508 -2.5213
O -4.2178 4.8280 -2.1498
C -4.9972 5.3456 -3.1808
N -3.7286 2.9225 -0.0720
H -1.8880 1.7020 -2.5595
H -3.3124 1.0083 -1.7902
H -1.8794 1.1047 -0.8764
H -2.0160 3.6864 -1.0513
H -4.2255 2.9277 -2.9577
H -2.7856 3.8568 -3.3009
H -5.6647 4.5701 -3.5703
H -4.3703 5.7165 -4.0014
H -5.5614 6.2020 -2.8133
H -3.3010 2.3868 0.6713
H -3.9014 3.8482 0.3054
C 3.7864 -3.5219 -0.4649
C 2.7532 -4.3417 0.2684
C 3.0840 -5.6645 0.8637
O 3.7819 -6.4400 -0.1139
C 4.1740 -7.7046 0.3465
N 1.9321 -3.5574 1.2020
H 4.2574 -4.1271 -1.2421
H 4.6052 -3.0879 0.1191
H 3.3650 -2.6322 -0.9356
H 1.9610 -4.4959 -0.4798
H 2.1683 -6.1771 1.1723
H 3.7911 -5.6699 1.7024
H 4.3074 -7.7203 1.4307
H 5.0898 -8.0699 -0.1216
H 3.4163 -8.4256 0.0204
H 2.5996 -3.3905 1.9552
H 1.6474 -2.6663 0.8016
C -1.2201 -0.7580 -4.1646
C -0.2853 0.3463 -4.6314
C 0.7573 -0.2191 -5.5852
O 1.5329 0.7930 -6.1565
C 2.4070 0.4647 -7.1923
N -0.9792 1.4503 -5.2534
H -1.9355 -0.2941 -3.4826
H -0.7462 -1.5312 -3.5635
H -1.7410 -1.1476 -5.0401
H 0.3312 0.6984 -3.7978
H 0.3009 -0.7849 -6.4127
H 1.4427 -0.9412 -5.1171
H 1.9345 -0.3242 -7.7967
H 3.3466 0.0067 -6.8733
H 2.4783 1.2820 -7.9079
H -0.3069 2.1634 -5.5148
H -1.3593 1.1443 -6.1445
C 2.3471 5.6643 -3.9266
C 2.6541 4.1690 -3.9729
C 1.7221 3.3226 -3.1239
O 1.8328 3.7365 -1.7662
C 1.0293 2.9638 -0.8883
N 2.6240 3.7963 -5.3833
H 1.3028 5.7632 -4.2291
H 3.0330 6.2821 -4.5017
H 2.3934 6.0136 -2.8922
H 3.6949 4.0812 -3.6356
H 1.9864 2.2749 -3.3077
H 0.6859 3.4428 -3.4597
H 1.5002 1.9825 -0.8345
H -0.0255 3.0513 -1.1543
H 1.2468 3.4336 0.0756
H 3.4381 4.1425 -5.8752
H 2.6692 2.7959 -5.5567
C -1.2716 -1.1167 2.0874
C 0.1855 -0.6054 2.2098
C 0.8200 0.0381 0.9488
O 1.1816 -1.0414 0.0666
C 1.0260 -0.7488 -1.2811
N 0.1662 0.4408 3.2794
H -1.8746 -0.3414 1.6151
H -1.5035 -1.5243 3.0673
H -1.2742 -1.9212 1.3424
H 0.8233 -1.4068 2.5882
H 1.7987 0.4850 1.1410
H 0.1794 0.6996 0.3618
H 1.2337 -1.6605 -1.8446
H 1.6896 0.0339 -1.6666
H 0.0158 -0.4403 -1.5753
H -0.2037 1.1913 2.7008
H -0.4748 0.2309 4.0322
C 3.9709 1.9754 2.6355
C 4.6736 1.0152 1.6872
O 4.5606 -0.3587 2.0898
H 2.9028 1.7704 2.6717
H 4.1872 2.9756 2.2562
H 4.4409 1.9286 3.6180
H 5.6966 1.3221 1.4559
H 4.2116 0.9862 0.6929
H 5.2740 -0.8541 1.6790
C -5.5450 -1.4204 -0.6112
C -4.6376 -2.4746 -1.2015
O -3.3075 -1.9809 -1.1693
H -5.3744 -1.5669 0.4638
H -6.6322 -1.5037 -0.6586
H -5.3074 -0.3660 -0.7492
H -4.9615 -2.7812 -2.2029
H -4.5584 -3.4208 -0.6573
H -2.7754 -2.5626 -0.6152
C 4.5204 0.1459 -3.6737
C 5.2890 1.4108 -3.2349
O 5.6028 1.2864 -1.8742
H 5.2157 -0.6814 -3.7981
H 3.9999 0.2817 -4.6246
H 3.7059 -0.0248 -2.9680
H 4.6897 2.3113 -3.4099
H 6.1330 1.4983 -3.9282
H 6.0457 2.1050 -1.6278
```

Mulliken atomic charge list, values in e, 99 entries: O -0.538; H 0.247; H 0.255; O -0.537; H 0.288; H 0.251; O -0.735; H 0.336; H 0.354; O -0.844; H -0.065; H 0.366; O -0.720; H 0.416; H 0.133; C -1.371; C 0.432; C -0.125; O -0.381; C -0.305; N -0.766; H 0.319; H 0.390; H 0.220; H 0.225; H 0.518; H -0.212; H -0.202; H 0.341; H 0.369; H 0.304; H 0.297; C -1.559; C 0.240; C 0.627; O -0.537; C -0.645; N 0.427; H 0.484; H 0.380; H 0.141; H 0.352; H -0.215; H 0.025; H 0.378; H 0.214; H 0.243; H -0.724; H 0.286; C -1.602; C 1.935; C -1.148; O -0.372; C -0.444; N -0.808; H 0.378; H 0.376; H 0.335; H -0.611; H 0.369; H 0.380; H 0.333; H 0.357; H -0.019; H 0.298; H 0.269; C -0.679; C 1.150; C -1.120; O -0.357; C -0.774; N -0.363; H 0.096; H 0.632; H -0.747; H -0.066; H 0.496; H 0.414; H 0.326; H 0.294; H 0.250; H 0.079; H 0.293; C -1.360; C 1.344; C -0.865; O -0.350; C -0.751; N 0.429; H 0.410; H 0.259; H 0.187; H -0.957; H 0.427; H 0.594; H 0.322; H 0.242; H 0.262; H 0.358

No. 3
DFT (ωB97M-V with the def2-TZVPD basis set) results for a 2-piece molecular cluster, C5H6F2O overall.

Total charge = 0
Relative energy (zero: lowest compared OMol25 entry of this formula, charge and spin) = 100.08 kJ/mol

```
14
C5H6F2O, DFT ωB97M-V with the def2-TZVPD basis set
C 3.5500 1.1511 -0.5909
C -0.3955 -0.6866 0.2569
C -0.5583 0.6003 -0.1534
C -0.6356 -1.9849 -0.3893
C -0.4863 1.7836 0.6831
O 2.7916 0.3720 -0.9615
F 0.0454 -0.8833 1.5389
F -1.0278 0.7753 -1.4246
H -1.0189 -2.7305 0.2394
H 0.2338 -2.5460 -0.7974
H -1.4801 -2.0005 -1.2601
H -0.3579 1.3458 1.6612
H -1.2433 2.5663 0.6132
H 0.5828 2.2374 0.5845
```

Mulliken analysis output, partial charges in e: C 0.090; C 0.570; C 0.425; C -1.133; C -0.975; O -0.099; F -0.308; F -0.305; H 0.387; H 0.264; H 0.251; H 0.302; H 0.345; H 0.187

Frontier orbital gap readings, ordered: 4.22, 9.16, 9.92 eV
LUMO energy readings, ordered: -4.31, 0.08, 0.98 eV
F_max readings, ordered: 0.11917, 0.06119, 0.08384 Eh/bohr